Entry 1:
67
Properties=species:S:1:pos:R:3:forces:R:3 method="wB97M-V/def2-TZVPD" fmax_ha_per_bohr=0.021 homo_energy_ev=0.23 e_above_lowest_kcal_mol=0.00 orbital_gap_ha=0.1617 energy_ev=-56804.65999 total_charge=-2
O 3.97443 -5.82812 -1.08657 0.0 0.0 0.0
C -1.57570 -0.95856 -1.64701 0.0 -0.1 0.1
C 4.74372 1.70213 -0.50266 0.2 0.0 -0.1
H 3.57913 -5.18571 -1.68682 0.0 0.0 0.0
H -6.41434 -2.00781 0.44671 0.0 0.0 0.0
C 0.62511 -3.04078 0.56604 0.1 -0.1 0.0
H -0.73064 -1.54830 -1.25657 -0.6 -0.8 -0.5
C 3.42713 1.72263 -0.22159 -0.1 0.1 0.0
O 7.43406 -0.47800 -1.49428 0.1 0.0 0.0
H 6.76765 -1.16622 -1.58276 -0.1 0.0 -0.1
C -1.38355 4.34143 1.04021 0.0 -0.2 -0.1
N 2.68155 0.62270 0.12617 0.6 0.0 0.2
H 2.22224 2.16221 1.88821 0.1 -0.2 -0.1
H -0.72926 4.99620 0.46057 0.0 0.0 0.0
H 2.85275 2.63944 -0.27670 0.0 0.0 0.0
C -5.32260 -1.34624 -1.28480 0.0 -0.1 0.1
C 3.27168 -3.16892 0.01651 0.1 -0.2 -0.1
C 5.46694 0.45426 -0.34149 -0.1 -0.3 0.1
C -5.44065 -1.78634 0.02602 -0.1 0.0 0.0
N 1.30177 1.80120 1.60518 -0.1 0.3 0.2
C 1.23936 -4.27556 0.63687 0.0 -0.1 0.1
H -3.49616 3.87671 -1.64936 -0.1 0.0 0.0
C -2.85520 -1.21703 -1.11232 -0.2 -0.1 0.2
H -2.40600 5.20837 -1.25386 0.0 0.0 0.0
H -1.98992 4.95344 1.71230 0.0 0.0 0.0
C -3.04238 -1.62762 0.24865 0.1 0.1 -0.3
H -3.85535 4.93299 -0.26150 0.0 0.0 0.0
H -0.75126 3.65486 1.60883 0.0 0.1 0.1
C -3.08442 2.43487 0.80985 -0.2 0.0 -0.2
C -4.28168 1.95656 -0.02131 0.2 0.0 0.1
H 4.06848 -5.77480 0.94294 0.0 0.0 0.0
H 7.42115 0.09219 0.49208 0.0 0.0 0.0
C 3.30509 -5.65862 0.16756 0.0 0.0 0.0
O -2.16360 1.35195 0.88292 -0.2 0.2 0.2
H -4.09703 1.97138 2.63409 0.0 0.0 0.0
H -2.15049 -1.64392 0.86303 0.0 -0.1 0.1
H -2.68097 3.00569 2.85481 0.0 0.0 0.0
H 2.57061 -6.46088 0.30021 0.0 0.0 0.0
H -1.51059 -0.70263 -2.69363 0.1 0.1 0.0
C -3.53836 2.80897 2.21282 0.1 -0.1 -0.1
H -4.67443 1.04276 0.42800 0.0 0.0 0.0
Pd -0.04517 -0.09199 -0.25732 0.8 0.6 0.4
C 2.61217 -4.32790 0.29103 -0.1 0.2 0.0
C 4.74145 -0.65631 -0.06562 0.3 0.2 0.0
H -0.44762 -2.98398 0.72716 0.0 0.1 -0.1
C -3.05893 4.44356 -0.82866 0.1 -0.1 0.0
H -6.20667 -1.22053 -1.89837 0.0 0.0 -0.1
H 7.35507 1.38962 -0.70466 0.0 0.0 0.0
H 5.26850 -1.58751 0.11229 0.0 0.0 0.0
H 0.67724 -5.17384 0.85757 0.0 0.0 0.0
N 1.22738 -1.89236 0.28411 -0.1 0.0 -0.4
H -3.94540 1.69910 -1.02710 -0.1 0.0 0.0
C -4.27087 -1.91457 0.78476 -0.1 0.0 0.0
H -5.07561 2.70640 -0.07381 0.0 0.0 0.0
H 4.30587 -3.22625 -0.29681 0.0 0.0 0.0
Cl -4.03209 -0.49756 -3.48284 0.0 0.0 -0.1
C 2.61130 -1.87976 0.10540 0.1 0.3 0.1
C 1.39032 0.89021 0.71103 -0.3 0.2 -0.1
C -2.24616 3.52483 0.07331 -0.1 0.1 0.2
B -1.19928 1.49208 -0.12530 -0.2 -0.2 0.2
O -1.35885 2.74360 -0.72818 0.2 0.1 -0.2
C 3.31223 -0.69013 0.03800 -0.5 -0.2 0.0
H -4.18697 3.68939 2.18589 0.0 0.0 0.0
C 6.96122 0.40147 -0.45766 0.0 0.0 0.0
C -4.07921 -1.07046 -1.81824 0.2 0.0 0.0
H -4.34794 -2.22109 1.82339 0.1 0.0 0.0
H 5.25970 2.59711 -0.82673 -0.1 0.0 0.0

=====

Entry 2:
71
Properties=species:S:1:pos:R:3:forces:R:3 method="wB97M-V/def2-TZVPD" fmax_ha_per_bohr=0.041 homo_energy_ev=-0.47 e_above_lowest_kcal_mol=47.23 orbital_gap_ha=0.1506 energy_ev=-119839.55236 total_charge=-2
H -2.34952 -1.68570 5.23298 0.1 0.1 0.0
O 1.17971 2.51521 -1.50464 -0.3 -0.2 0.3
H -2.39685 0.13977 3.58125 0.0 -0.1 -0.1
C -2.29690 -4.24583 -5.62396 0.1 0.4 -0.4
H -4.49730 -1.53279 0.94215 0.0 -0.1 -0.1
Cs -0.34821 0.57690 0.60945 0.1 -1.5 -1.4
H -1.22677 -4.18452 -2.40178 0.0 0.1 0.1
C 2.61432 -3.86490 -0.93229 0.1 0.2 -0.2
O 1.45554 -1.73795 -3.60195 0.1 0.0 -0.6
H 4.09274 2.39402 -4.16920 0.1 0.0 0.0
C 1.37950 -3.79769 1.20080 -0.1 0.1 0.3
H -0.79525 -1.85243 4.39174 0.0 0.0 0.1
H 0.31380 6.26161 4.64629 0.0 -0.1 0.0
H -2.97527 -4.75997 -6.29370 0.0 -0.1 0.1
N -3.01627 2.19652 2.44398 0.1 0.3 1.6
C -1.69725 3.72292 3.61224 0.3 0.2 0.3
N -1.61081 -3.22678 -6.14494 -0.1 -0.2 0.2
C -0.46905 5.50785 4.67864 0.1 0.3 0.3
C -1.25637 5.38353 5.81392 0.1 0.1 0.2
C 2.43683 4.65555 -2.53547 -0.2 0.0 0.1
N 2.92815 3.30242 -2.66789 0.0 0.3 -0.1
C -3.24971 0.04846 1.63916 -0.8 0.6 0.1
C 2.87413 -1.10281 -0.95967 0.1 0.0 -0.3
H -2.99841 -1.37173 0.04638 0.0 -0.2 0.0
O -0.01221 -1.89104 -1.92605 -0.2 -0.1 0.3
C -0.76833 -2.57921 -5.33455 -0.1 0.1 -0.4
O 2.81256 0.30417 -0.89148 -0.2 0.2 0.2
H 0.77744 -3.08770 1.76374 0.0 -0.1 0.0
C 4.16970 3.15269 -3.38859 0.1 -0.2 0.0
H -0.05848 4.72836 2.71429 0.0 0.0 -0.1
Br -3.13884 -6.14396 -3.66746 0.1 0.2 -0.1
H 2.10910 -3.57797 -1.85598 0.0 0.0 -0.1
H 2.05288 -4.31934 1.89054 -0.1 0.0 0.0
C 2.17227 -1.73932 0.21993 0.4 0.1 0.1
H 0.71323 -4.51957 0.73056 0.0 0.0 0.0
C -0.67604 4.67272 3.59974 -0.1 -0.2 -0.3
O -2.80875 -2.88671 2.33887 0.0 -0.4 -0.1
O 1.71890 -1.09451 1.15010 0.6 -0.3 0.2
C -1.85898 2.79890 2.44861 -1.4 -0.4 -0.2
H -3.27135 2.86669 4.75314 0.0 0.0 0.0
C -2.16108 -4.61935 -4.30512 0.0 -0.4 0.5
H -1.07352 6.01856 6.67392 0.0 0.0 0.0
C 2.80283 0.89077 -2.17296 0.0 -0.3 -0.1
H 1.52261 4.62251 -1.94573 0.1 0.1 -0.1
C 0.36373 -2.07860 -3.09072 0.0 0.0 0.0
N 2.13621 -3.09115 0.19071 -0.2 -0.3 0.0
O -0.91578 2.69601 1.60943 0.3 2.0 0.5
H 4.40464 4.10183 -3.87047 0.0 0.0 0.0
C -2.51672 -1.90838 3.06101 0.1 0.0 0.3
C -2.26428 4.42745 5.84952 0.0 0.1 0.1
H 3.69189 -3.73247 -1.07020 0.0 -0.1 -0.1
C -1.32197 -3.93291 -3.44660 0.1 0.5 -0.6
H 3.92774 -1.43252 -0.98417 -0.1 0.0 0.1
H -1.83825 -3.27173 4.61347 0.0 0.0 -0.1
C -3.79720 -0.80839 0.52925 0.0 0.2 0.0
C -2.48867 3.61182 4.75688 0.0 0.0 -0.1
H 2.22153 5.08341 -3.51904 0.0 0.1 0.0
C -1.83173 -2.19809 4.42102 -0.1 -0.2 -0.2
C -0.59370 -2.86557 -3.99398 -0.2 -0.5 0.7
H 2.38861 -1.45019 -1.88079 0.1 0.0 0.2
H -4.29997 -0.17319 -0.20104 0.1 0.1 0.0
C 2.22573 2.29170 -2.06733 0.4 0.0 -0.1
H 2.41539 -4.91685 -0.74005 0.0 0.0 0.0
C -2.70385 -0.55388 2.80249 0.4 0.3 0.6
H -2.87189 4.32280 6.74371 0.0 0.0 0.0
N -3.37094 1.33264 1.46446 0.1 -0.4 -1.5
H 2.14377 0.31751 -2.84182 0.1 0.1 0.0
H 4.99820 2.89738 -2.72008 0.1 0.0 -0.1
H -0.21013 -1.77545 -5.79897 0.1 0.0 0.1
H 3.17347 5.28366 -2.02585 0.0 0.0 0.0
H 3.81945 0.88484 -2.58983 -0.1 0.0 0.0

=====

Entry 3:
71
Properties=species:S:1:pos:R:3:forces:R:3 method="wB97M-V/def2-TZVPD" smiles="N=[PH2]c1cc([PH2]=O)c(CCCS)c2c1C(=O)c1c(cc(I)c(C(F)(F)F)c1S)C2=O.C1CCOC1.C1CCOC1" fmax_ha_per_bohr=0.012 homo_energy_ev=-8.80 orbital_gap_ha=0.2625 energy_ev=-95692.25902
H -4.73648 -2.43764 -4.55414 0.1 0.0 -0.1
H -5.18887 -0.12292 -5.05628 0.0 0.1 -0.1
C -0.46165 1.72797 0.66282 -0.2 0.1 0.0
C 1.26142 -0.41644 1.11036 0.1 0.0 0.1
C -3.14540 -1.67025 2.35225 0.0 0.0 -0.1
F 2.65355 -0.01217 3.62921 0.0 -0.1 0.1
H 8.59115 4.71234 3.83638 0.0 0.0 0.0
H 5.18236 4.75368 1.69743 0.0 0.0 0.0
C -2.32095 -1.46659 4.55427 0.0 0.0 0.0
C 0.14461 -0.56158 0.29668 0.0 -0.1 0.0
F 3.84019 0.69890 1.95633 0.3 -0.1 -0.1
P -2.18236 -1.01916 -6.04458 -0.3 -0.1 -0.1
H -3.93755 -2.79995 4.01471 0.0 0.0 0.0
S -5.66712 -2.01567 -3.69330 0.1 -0.1 0.1
O -2.90133 0.94391 -0.65134 0.2 0.2 -0.1
C -0.27408 -1.83421 -0.36672 0.0 -0.1 0.1
H 8.60155 3.99387 2.21569 0.0 0.0 0.0
C -0.50145 -2.58277 -2.74386 -0.1 -0.1 0.2
C 1.50022 0.82279 1.74693 -0.1 -0.2 -0.1
H -2.19667 -1.61766 1.81095 0.0 0.0 0.0
H -1.23080 -1.46283 4.43802 0.0 0.0 0.0
C -1.86506 0.36008 -0.86275 -0.2 -0.1 0.0
C -2.96493 -2.49001 3.62720 0.0 0.0 0.0
C 7.97045 4.23238 3.07894 0.0 0.0 0.0
C -1.74888 -1.21935 -4.30555 0.1 0.0 -0.1
C -4.55355 0.49952 -3.04310 -0.2 -0.2 0.0
H -0.20168 -4.82944 -1.60538 0.0 0.0 0.1
S 2.34606 -1.82967 1.30305 -0.1 -0.2 -0.1
H -1.90518 0.32930 -6.32837 0.1 0.0 0.0
H -1.13411 2.55392 0.47730 0.0 0.0 0.0
C -1.62720 -0.56443 -2.01353 -0.1 0.1 0.0
H 5.07741 4.81766 3.46661 0.0 0.0 0.0
C 5.98823 2.98952 2.72788 0.3 0.1 -0.1
H -5.01299 1.44902 -2.76603 0.1 0.1 -0.1
I 0.78169 3.83584 2.27221 -0.1 0.0 0.0
H 1.62838 -3.61239 -1.79320 -0.1 0.0 0.2
O -2.83256 -0.19147 4.16342 0.0 0.0 0.0
H -6.49313 0.15711 -3.90569 0.0 0.1 -0.1
C 5.69057 4.47976 2.62325 0.0 0.0 0.1
C -5.48468 -0.23700 -4.01580 0.1 0.0 0.1
C -2.16079 -0.34429 -3.29282 -0.1 0.0 0.1
C -3.50863 -0.29945 2.90925 0.0 0.0 0.0
H 3.35906 -1.30326 0.60728 0.1 0.1 0.1
H -0.64166 -3.00892 -4.80926 0.0 0.0 0.0
O 6.95169 5.14667 2.67225 0.0 0.0 0.0
C -0.69899 0.51828 0.05959 0.1 -0.1 0.0
C -3.12309 0.78632 -3.54698 -0.2 -0.2 -0.1
O -3.52644 -1.48121 -6.45310 -0.1 0.1 0.1
H -4.58713 -0.21009 3.07627 0.0 0.0 0.0
H -2.76176 1.69326 -3.06401 0.1 0.0 0.0
H 1.80273 -4.83262 -4.10088 -0.1 -0.1 -0.2
O -0.24792 -2.91822 0.16526 0.2 0.0 0.0
C 2.71799 0.90612 2.65972 -0.3 -0.2 0.0
P 0.52256 -4.07308 -2.52928 0.2 -0.2 -0.5
H 7.84811 2.08902 3.49762 0.0 0.0 0.0
C 0.62876 1.88527 1.50517 0.2 0.3 0.2
H -3.17094 0.98946 -4.61708 0.0 0.1 0.0
H -2.55352 -1.63219 5.60660 0.0 0.0 0.0
H 6.21566 2.57765 1.74126 0.0 0.0 0.0
C 7.24887 2.99356 3.59204 0.0 0.0 0.0
F 2.86757 2.07406 3.27371 0.0 0.3 0.1
C -0.94885 -2.32258 -4.02570 0.0 0.0 -0.1
H 6.98270 3.11796 4.64397 0.0 0.0 0.0
H -2.35073 -3.37922 3.49386 0.0 0.0 0.0
H -3.19124 0.52083 2.26275 0.0 0.0 0.0
H -3.90146 -2.06781 1.67662 0.0 0.0 0.0
H 5.16873 2.42152 3.14655 0.0 0.0 0.1
H -1.12828 -1.69536 -6.67774 0.1 0.0 0.0
C -0.81369 -1.66399 -1.74942 0.1 0.1 -0.1
H -4.50025 -0.08744 -2.13026 0.0 0.1 0.1
N 0.81176 -4.76422 -3.90554 0.1 0.2 0.4